# 1
61
Properties=species:S:1:pos:R:3:mulliken_charge:R:1 method="wB97M-V/def2-TZVPD" e_above_lowest_kj_mol=199.8 orbital_gap_ev=9.42 e_lumo_ev=-0.72 mol_weight_g_mol=745.175 fmax_ha_per_bohr=0.0726 total_charge=0 energy_ha=-9507.7813
C 0.956 1.182 -0.169 -0.293
Br 1.338 0.071 -1.761 -0.034
Br -0.946 1.486 0.034 0.007
Br 2.054 2.846 -0.115 -0.012
H 1.278 0.443 0.564 0.331
C -0.842 10.040 3.346 -0.206
C -0.505 11.245 4.017 -0.580
C -1.261 12.394 3.774 -0.267
C -2.282 12.328 2.819 0.214
C -2.547 11.138 2.187 -0.140
C -1.924 9.910 2.508 -0.613
N -3.115 13.516 2.640 0.837
O -4.304 13.377 2.282 -0.531
O -2.563 14.626 2.752 -0.519
H -0.177 9.197 3.465 0.336
H 0.435 11.300 4.545 0.349
H -1.056 13.309 4.311 0.388
H -3.372 11.064 1.494 0.352
H -2.215 8.999 2.006 0.380
C -2.712 2.893 -8.475 -0.505
C -3.498 2.720 -9.607 -0.390
C -4.756 3.331 -9.712 -0.345
C -5.232 3.938 -8.499 0.377
C -4.463 3.932 -7.337 -0.404
C -3.230 3.397 -7.317 -0.338
N -6.558 4.488 -8.575 0.808
O -6.946 4.927 -9.714 -0.534
O -7.231 4.420 -7.544 -0.513
H -1.775 2.361 -8.402 0.334
H -3.164 2.188 -10.486 0.347
H -5.376 3.278 -10.595 0.418
H -4.889 4.403 -6.464 0.365
H -2.632 3.386 -6.418 0.379
C 7.124 -6.828 -1.864 -0.194
C 6.819 -7.455 -0.722 -0.522
C 7.463 -8.622 -0.357 -0.226
C 8.287 -9.255 -1.306 0.075
C 8.500 -8.656 -2.528 -0.225
C 7.989 -7.397 -2.820 -0.566
N 8.910 -10.585 -1.063 0.922
O 8.547 -11.097 0.021 -0.571
O 9.629 -11.109 -1.900 -0.566
H 6.773 -5.822 -2.047 0.352
H 6.323 -6.900 0.061 0.330
H 7.131 -9.215 0.483 0.404
H 9.116 -9.189 -3.237 0.411
H 8.190 -6.948 -3.781 0.375
C -2.627 -8.477 8.184 -0.253
C -1.982 -8.782 7.029 -0.547
C -1.417 -7.774 6.241 -0.257
C -1.619 -6.442 6.584 0.048
C -2.290 -6.169 7.790 -0.076
C -2.783 -7.191 8.629 -0.562
N -1.173 -5.344 5.685 0.880
O -1.649 -4.252 5.897 -0.566
O -0.198 -5.504 5.007 -0.538
H -3.131 -9.216 8.789 0.341
H -1.826 -9.799 6.701 0.362
H -0.914 -8.083 5.337 0.395
H -2.470 -5.140 8.066 0.388
H -3.213 -6.881 9.569 0.384

# 2
58
Properties=species:S:1:pos:R:3:mulliken_charge:R:1 method="wB97M-V/def2-TZVPD" e_above_lowest_kj_mol=77.8 orbital_gap_ev="5.74 / 5.80" s_squared=3.792 spin_multiplicity=4 e_lumo_ev="-1.11 / -1.14" mol_weight_g_mol=541.460 fmax_ha_per_bohr=0.0987 total_charge=0 energy_ha=-2755.4833
Cr -0.276 0.147 0.525 -0.155
C 4.639 0.814 0.742 -0.601
O 3.957 0.809 2.029 -0.437
C 3.295 -0.267 2.490 -0.072
C 3.705 -0.824 3.699 -0.837
C 3.311 -2.106 3.972 -0.400
C 2.432 -2.748 3.129 -0.993
C 1.664 -2.025 2.159 0.893
C 0.438 -2.568 1.708 -0.599
N -0.529 -1.797 1.179 1.273
N -1.666 -2.443 0.928 -1.090
C -2.524 -1.515 0.519 0.519
O -2.287 -0.271 0.504 -0.751
C -3.777 -2.141 -0.111 0.429
C -4.096 -3.492 0.210 -0.405
C -5.147 -4.071 -0.506 -0.518
C -6.026 -3.273 -1.259 -0.331
C -5.737 -1.944 -1.461 -0.447
C -4.679 -1.341 -0.804 -0.439
C 2.133 -0.710 1.791 0.868
O 1.684 -0.056 0.761 -0.574
H 5.448 1.539 0.872 0.282
H 3.955 1.127 -0.055 0.107
H 5.069 -0.174 0.524 0.300
H 4.369 -0.284 4.332 0.497
H 3.634 -2.617 4.866 0.386
H 2.277 -3.834 3.281 0.345
H 0.147 -3.608 2.006 0.277
H -3.442 -4.082 0.856 0.401
H -5.343 -5.133 -0.498 0.372
H -6.905 -3.728 -1.734 0.339
H -6.411 -1.338 -2.101 0.317
H -4.431 -0.285 -0.955 0.384
O -1.172 3.395 -3.133 -0.459
C -1.232 2.643 -1.999 -0.123
O -2.046 1.762 -1.819 -0.493
C -0.229 3.052 -0.950 0.622
C 0.561 4.207 -1.089 -0.442
C 1.331 4.635 0.020 -0.608
C 1.255 3.962 1.218 -0.729
C 0.529 2.768 1.295 0.935
N -0.151 2.320 0.234 0.241
C 0.523 1.868 2.550 0.274
O 1.192 2.182 3.548 -0.674
O -0.237 0.762 2.447 -0.318
H -1.944 3.162 -3.677 0.390
H 0.608 4.712 -2.042 0.491
H 2.039 5.412 -0.113 0.475
H 1.639 4.372 2.100 0.627
C 1.541 1.034 -3.985 -0.980
C 0.474 -0.056 -3.846 -0.391
C 0.265 -0.355 -2.452 0.323
N 0.176 -0.643 -1.335 0.053
H 2.115 0.984 -4.939 0.360
H 2.294 0.822 -3.216 0.287
H 1.208 2.052 -3.802 0.216
H 0.893 -0.963 -4.329 0.330
H -0.511 0.150 -4.284 0.258

# 3
63
Properties=species:S:1:pos:R:3:mulliken_charge:R:1 method="wB97M-V/def2-TZVPD" e_above_lowest_kj_mol=113.4 orbital_gap_ev="5.38 / 5.43" e_lumo_ev="4.01 / 3.99" mol_weight_g_mol=632.597 fmax_ha_per_bohr=0.0246 total_charge=-2 energy_ha=-2952.9690
Na -0.952 0.665 0.938 1.077
N 2.761 2.432 2.483 -0.709
C 1.617 1.642 2.223 0.457
S 1.399 1.587 5.170 -0.369
N 2.021 0.264 2.197 -1.298
N 1.105 -0.463 1.681 0.887
C 1.315 -1.763 1.482 -0.123
C 2.601 -2.428 1.814 0.100
C 3.246 -3.250 0.884 -0.221
C 4.452 -3.875 1.174 -0.670
C 5.059 -3.682 2.408 -0.393
C 4.442 -2.852 3.337 -0.641
C 3.236 -2.229 3.045 -0.242
C 0.208 -2.508 0.921 0.441
C 0.181 -3.922 0.891 -1.149
C -0.916 -4.576 0.375 -0.355
C -2.001 -3.843 -0.099 -1.102
C -1.917 -2.463 -0.007 0.069
N -0.864 -1.813 0.474 0.283
H 2.545 3.133 3.182 0.272
H 3.465 1.817 2.873 0.276
H 2.789 -3.392 -0.089 0.464
H 4.923 -4.504 0.426 0.350
H 6.003 -4.162 2.640 0.351
H 4.907 -2.679 4.302 0.362
H 2.779 -1.565 3.766 0.442
H 1.010 -4.486 1.294 0.457
H -0.932 -5.661 0.359 0.391
H -2.887 -4.314 -0.504 0.418
H -2.740 -1.834 -0.333 0.143
F -5.750 0.850 1.508 -0.277
C -5.448 0.085 0.441 0.801
F -5.407 -1.196 0.881 -0.261
F -6.502 0.161 -0.396 -0.292
C -4.093 0.503 -0.218 0.362
O -4.168 0.905 -1.387 -0.755
O -3.119 0.343 0.541 -0.744
O 0.688 1.710 3.774 -0.384
O 0.743 2.071 1.393 -0.516
C -3.047 4.259 -2.342 -0.899
N -1.717 4.138 -1.785 0.284
C -0.572 3.769 -2.480 -0.278
C 0.392 3.578 -1.564 -0.776
N -0.147 3.847 -0.321 0.096
C -1.458 4.177 -0.444 -0.253
S -2.555 4.574 0.764 -0.454
H -2.961 4.441 -3.413 0.306
H -3.562 5.087 -1.859 0.352
H -3.617 3.345 -2.163 0.267
H -0.567 3.651 -3.549 0.446
H 1.409 3.249 -1.676 0.435
H 0.268 3.429 0.546 0.505
F 0.936 0.537 -5.581 -0.385
C 0.536 0.426 -4.278 0.367
C 1.505 0.216 -3.314 -0.403
C 1.098 0.103 -1.985 -0.759
C -0.243 0.227 -1.746 0.501
C -1.232 0.420 -2.670 -0.350
C -0.814 0.527 -3.999 -0.567
H 2.544 0.142 -3.609 0.424
H 1.801 -0.058 -1.175 0.453
H -2.278 0.520 -2.385 0.331
H -1.515 0.690 -4.808 0.456

# 4
59
Properties=species:S:1:pos:R:3:mulliken_charge:R:1 method="wB97M-V/def2-TZVPD" e_above_lowest_kj_mol=141.6 orbital_gap_ev="5.72 / 4.87" s_squared=0.766 spin_multiplicity=2 e_lumo_ev="-5.18 / -6.04" mol_weight_g_mol=709.764 fmax_ha_per_bohr=0.0364 total_charge=+1 energy_ha=-2172.2334
Ir 0.244 0.191 0.061 1.362
C 4.274 -0.547 -0.611 -0.642
O 4.768 0.742 -0.215 -0.477
C 4.010 1.709 0.324 0.329
C 4.608 2.937 0.473 -0.583
C 3.918 4.048 0.991 -0.606
C 2.606 3.945 1.350 -1.026
C 1.937 2.710 1.207 0.710
C 0.554 2.670 1.500 -0.250
N -0.235 1.642 1.315 0.479
N -1.565 1.870 1.518 -0.851
C -2.284 0.962 0.899 0.411
O -1.740 0.086 0.092 -0.668
C -3.742 0.947 1.056 0.489
C -4.412 2.067 1.547 -0.358
C -5.793 2.059 1.616 -0.649
C -6.504 0.935 1.214 -0.393
C -5.835 -0.190 0.751 -0.613
C -4.453 -0.184 0.662 -0.441
C 2.656 1.565 0.735 1.018
O 2.078 0.388 0.722 -0.826
H 5.121 -1.032 -1.084 0.352
H 3.463 -0.461 -1.335 0.203
H 3.947 -1.129 0.246 0.260
H 5.643 3.021 0.167 0.484
H 4.432 4.994 1.086 0.422
H 2.063 4.799 1.734 0.428
H 0.059 3.566 1.863 0.431
H -3.846 2.934 1.855 0.437
H -6.321 2.929 1.983 0.394
H -7.586 0.938 1.255 0.390
H -6.392 -1.070 0.457 0.406
H -3.918 -1.049 0.294 0.512
N -0.546 -5.604 2.581 -0.480
C -0.360 -4.803 1.492 1.078
C -1.290 -4.795 0.445 -0.866
C -1.077 -4.024 -0.679 -0.340
C 0.063 -3.235 -0.765 -0.231
C 0.984 -3.203 0.285 -0.297
C 0.766 -3.965 1.410 -0.965
S 0.419 -2.416 -2.251 1.144
O -0.700 -2.494 -3.134 -0.683
O 1.738 -2.739 -2.697 -0.659
N 0.528 -0.840 -1.638 -0.008
C 0.775 0.235 -2.417 0.509
N 0.957 0.289 -3.723 -0.514
C 1.145 1.503 -4.223 -0.252
C 1.170 2.671 -3.446 -0.814
C 0.981 2.529 -2.094 -0.039
N 0.800 1.307 -1.590 -0.270
H -1.278 -6.290 2.583 0.201
H 0.181 -5.703 3.265 0.203
H -2.177 -5.412 0.519 0.333
H -1.782 -4.029 -1.500 0.545
H 1.876 -2.592 0.202 0.552
H 1.473 -3.944 2.231 0.330
H 1.278 1.552 -5.298 0.464
H 1.333 3.645 -3.880 0.425
H 0.988 3.365 -1.405 0.499